{"formula": "C31H57N2O2OsP2S", "method": "ωB97M-V/def2-TZVPD", "e_homo_ev": [-16.239, -17.049], "orbital_gap_ev": [7.9, 4.5], "charge": 3, "multiplicity": 5, "e_lumo_ev": [-8.31, -12.56], "e_above_lowest_kj_mol": 149.7, "s_squared": 6.05, "symbols": ["C", "C", "C", "C", "C", "H", "H", "H", "N", "P", "P", "C", "H", "H", "C", "O", "C", "H", "C", "C", "C", "C", "C", "H", "H", "H", "C", "H", "H", "H", "C", "H", "H", "H", "C", "H", "H", "H", "C", "H", "H", "H", "C", "H", "H", "H", "C", "H", "H", "H", "C", "H", "H", "H", "C", "H", "H", "H", "C", "H", "H", "H", "C", "H", "H", "H", "C", "H", "H", "H", "Os", "N", "C", "C", "C", "C", "C", "H", "H", "H", "H", "H", "H", "H", "H", "H", "C", "S", "C", "O", "H", "H", "H", "H", "H", "H"], "xyz": [[-1.8129, 0.0879, 2.1983], [-0.9600, -1.9721, 1.4993], [-2.5237, -0.5436, 3.2177], [-1.9455, -2.6521, 2.2417], [-2.6268, -1.9381, 3.1916], [-3.0213, 0.0931, 3.9498], [-1.9369, -3.7388, 2.1407], [-3.2454, -2.4367, 3.9152], [-1.0434, -0.6090, 1.3584], [-1.3661, 2.1426, 0.2857], [1.4104, -1.4903, 0.1137], [-1.8629, 1.5950, 2.0265], [-2.8657, 2.0060, 2.2613], [-1.1744, 2.0755, 2.7517], [1.1393, 1.4975, -1.1402], [1.8366, 2.2423, -1.7433], [0.2531, -2.6029, 1.0003], [0.0419, -3.5083, 0.3831], [2.2273, -2.0169, -1.6448], [2.5861, -2.0741, 1.5326], [-3.0180, 2.1200, -0.6438], [-0.8876, 3.9682, 0.5742], [1.9232, -1.0660, -2.8191], [2.3587, -0.0689, -2.6848], [2.3668, -1.4987, -3.7366], [0.8435, -0.9634, -2.9781], [3.7499, -2.1647, -1.6044], [4.2429, -1.2052, -1.4052], [4.0967, -2.9277, -0.9011], [4.0822, -2.4896, -2.6046], [1.5809, -3.3438, -1.9980], [1.9123, -3.6637, -3.0017], [1.8097, -4.1537, -1.2920], [0.4956, -3.2205, -2.0765], [3.9603, -1.4249, 1.5152], [3.8784, -0.3326, 1.5691], [4.5144, -1.7695, 2.4036], [4.5618, -1.7109, 0.6490], [1.9022, -1.7020, 2.8591], [1.7007, -0.6253, 2.9096], [0.9620, -2.2505, 3.0024], [2.5464, -1.9777, 3.7040], [2.6928, -3.6074, 1.4283], [1.7081, -4.0855, 1.4801], [3.1862, -3.9429, 0.5141], [3.2695, -3.9886, 2.2766], [-0.8051, 4.6612, -0.7916], [-0.4571, 5.6914, -0.6348], [-0.0734, 4.1631, -1.4412], [-1.7641, 4.7251, -1.3127], [0.5066, 4.0270, 1.2049], [0.5706, 3.4663, 2.1439], [1.2716, 3.6483, 0.5176], [0.7639, 5.0753, 1.4209], [-1.8165, 4.7473, 1.5215], [-1.8892, 4.2803, 2.5097], [-1.3789, 5.7463, 1.6638], [-2.8223, 4.9086, 1.1316], [-3.7719, 0.8322, -0.2848], [-4.1194, 0.8444, 0.7580], [-4.6568, 0.7384, -0.9336], [-3.1517, -0.0553, -0.4417], [-2.7370, 2.2016, -2.1519], [-2.1912, 1.3319, -2.5287], [-3.7037, 2.2610, -2.6723], [-2.1819, 3.1111, -2.4086], [-3.9554, 3.2779, -0.2917], [-4.2191, 3.3026, 0.7709], [-3.5747, 4.2509, -0.6129], [-4.8879, 3.1045, -0.8481], [-0.0026, 0.3479, -0.2801], [-1.0226, -0.5109, -1.7060], [-1.7903, -1.0916, -2.4341], [-2.3378, -2.5142, -2.5759], [-1.8956, -3.8029, -1.8222], [-3.7697, -2.3061, -2.0759], [-2.1265, -2.7807, -4.0863], [-0.9028, -4.2000, -2.0081], [-2.0430, -3.7759, -0.7446], [-2.5268, -4.6460, -2.1449], [-4.1665, -1.3224, -2.3628], [-4.4692, -3.0923, -2.3750], [-3.7415, -2.3288, -0.9767], [-2.7882, -3.5431, -4.5405], [-2.2338, -1.8709, -4.7070], [-1.0759, -3.1236, -4.2523], [4.5825, 1.9985, 0.2345], [3.5373, 2.6014, 1.5712], [4.6919, 2.5835, 2.9383], [2.5202, 1.5262, 1.8579], [4.1556, 1.0696, -0.1639], [5.5983, 1.8494, 0.6189], [4.5800, 2.7760, -0.5406], [4.1097, 2.4584, 3.8549], [5.3928, 1.7549, 2.8053], [5.2195, 3.5408, 2.9485]], "atomic_forces_ev_per_a": [[-0.37, 0.71, 0.09], [0.13, 0.05, -0.07], [-0.05, -0.06, -0.21], [1.81, -0.49, -0.58], [-0.67, 0.92, 0.34], [0.00, -0.45, -0.11], [-0.25, 0.28, 0.41], [-0.22, -0.16, 0.13], [0.08, -0.38, 0.24], [-1.87, 1.46, 1.94], [1.81, -1.12, 0.66], [-0.02, 0.26, -0.09], [0.49, -0.32, -0.10], [-0.18, -0.29, -0.39], [2.51, 2.77, -3.50], [-1.84, -2.08, 2.32], [-3.41, -0.19, -4.17], [0.35, 0.08, 1.20], [-0.21, -0.55, -0.13], [0.60, 0.64, 0.12], [-0.11, -0.04, -0.28], [0.36, -0.05, -0.29], [-0.32, 0.33, 0.25], [-0.05, -0.25, -0.08], [-0.20, 0.14, 0.52], [0.44, 0.02, -0.14], [0.15, -0.07, 0.19], [0.00, -0.22, 0.00], [-0.02, 0.27, -0.18], [-0.21, 0.13, 0.30], [-0.23, -0.52, -0.30], [0.05, 0.08, 0.40], [-0.09, 0.19, -0.16], [0.41, 0.01, 0.11], [0.54, -0.24, 0.17], [0.03, -0.18, 0.02], [-0.14, 0.19, -0.21], [-0.15, 0.20, 0.25], [-0.07, 0.01, 0.20], [-0.02, -0.15, 0.09], [0.38, 0.24, 0.17], [0.02, 0.09, -0.24], [0.05, -0.10, -0.04], [0.46, 0.00, 0.10], [-0.03, 0.03, 0.16], [0.04, 0.16, -0.06], [0.14, 0.21, -0.14], [-0.05, -0.21, -0.05], [-0.19, 0.12, 0.02], [0.26, 0.02, 0.17], [0.37, -0.12, -0.04], [-0.05, 0.05, -0.02], [-0.18, 0.03, 0.00], [-0.15, -0.28, -0.05], [-0.29, -0.03, 0.07], [0.00, 0.11, -0.13], [-0.04, -0.29, -0.03], [0.28, -0.09, 0.14], [0.15, -0.24, -0.03], [0.03, -0.04, -0.32], [0.26, 0.09, 0.21], [-0.20, 0.05, 0.12], [-0.04, 0.00, -0.19], [-0.18, 0.41, 0.01], [0.25, -0.08, 0.07], [-0.12, -0.31, -0.03], [-0.16, 0.17, 0.05], [0.06, 0.07, -0.16], [-0.16, -0.22, 0.12], [0.20, 0.03, 0.15], [0.87, 0.44, 1.99], [-3.86, -1.99, -3.88], [4.54, -0.55, 4.85], [-1.42, -0.61, -1.85], [0.67, -0.08, 0.45], [-0.84, 0.49, 0.18], [0.24, -0.14, -1.07], [0.04, 0.34, -0.17], [0.01, 0.38, 0.14], [-0.26, 0.68, -0.29], [-0.15, -0.37, -0.11], [0.28, 0.10, -0.23], [-0.07, 0.12, -0.22], [0.22, 0.27, 0.61], [-0.13, -0.34, 0.37], [-0.73, 0.20, 0.18], [0.03, 0.57, -0.99], [0.60, -1.81, 0.44], [0.03, 0.46, 0.63], [0.22, 0.84, -0.13], [-0.02, 0.31, 0.24], [-0.31, 0.06, 0.00], [0.09, -0.28, 0.07], [0.02, 0.13, -0.10], [-0.23, 0.05, -0.09], [-0.03, -0.06, 0.00]]}